Formula: C3H7NO
Source: the OMol25 dataset
Level of theory: the ωB97M-V functional and the def2-TZVPD basis

Total charge: 0
HOMO-LUMO gap (eV): 9.9
Highest occupied orbital energy (hartree): -0.336
Structure (SMILES): CCC(N)=O
Maximum force (eV/Å): 4.22

Atoms and positions in Å:
O (0.871, 1.185, 0.358)
N (2.003, -0.226, -0.944)
C (1.085, 0.020, 0.095)
C (-0.385, -0.539, 0.458)
C (-1.623, 0.366, 0.103)
H (2.663, -0.976, -1.090)
H (-1.746, 1.248, 0.746)
H (-1.602, 0.717, -0.935)
H (-2.536, -0.246, 0.214)
H (-0.404, -0.718, 1.536)
H (2.147, 0.608, -1.508)
H (-0.468, -1.436, -0.118)

From a Mulliken analysis of the wavefunction, the atomic charges in e read:
1. O -0.4976
2. N -0.4013
3. C 0.3691
4. C -0.3843
5. C -1.0315
6. H 0.2007
7. H 0.2818
8. H 0.3032
9. H 0.3353
10. H 0.2520
11. H 0.2271
12. H 0.3455



Formula: C3H7NO
Source: the OMol25 dataset
Level of theory: the ωB97M-V functional and the def2-TZVPD basis

Total charge: 0
HOMO-LUMO gap (eV): 10.5
Highest occupied orbital energy (hartree): -0.361
Structure (SMILES): C=NC.C=O
Maximum force (eV/Å): 4.70

Atoms and positions in Å:
O (-2.486, 2.412, 1.247)
N (0.976, -0.378, -0.446)
C (0.204, -1.496, -1.126)
C (-1.519, 2.195, 0.511)
C (1.438, -0.587, 0.792)
H (-1.378, 1.207, 0.008)
H (-0.483, -1.833, -0.335)
H (-0.814, 2.922, 0.155)
H (0.843, -2.278, -1.600)
H (-0.270, -0.836, -1.870)
H (1.832, 0.236, 1.446)
H (1.657, -1.564, 1.218)

From a Mulliken analysis of the wavefunction, the atomic charges in e read:
1. O -0.4369
2. N -0.3951
3. C -0.7417
4. C 0.0891
5. C -0.2543
6. H 0.0883
7. H 0.2938
8. H 0.2473
9. H 0.3150
10. H 0.2751
11. H 0.2456
12. H 0.2739



Formula: C3H7NO
Source: the OMol25 dataset
Level of theory: the ωB97M-V functional and the def2-TZVPD basis

Total charge: 0
HOMO-LUMO gap (eV): 10.3
Highest occupied orbital energy (hartree): -0.357
Structure (SMILES): C=NC.C=O
Maximum force (eV/Å): 3.44

Atoms and positions in Å:
O (2.188, 0.900, -2.071)
N (-1.085, -0.880, 0.761)
C (-1.154, 0.368, 1.504)
C (3.097, 0.191, -1.742)
C (-2.017, -0.950, -0.095)
H (-1.874, 1.132, 1.193)
H (-0.171, 0.840, 1.455)
H (4.124, 0.604, -1.719)
H (-1.358, 0.248, 2.578)
H (-2.886, -0.321, 0.060)
H (2.992, -0.574, -0.942)
H (-1.857, -1.558, -0.981)

From a Mulliken analysis of the wavefunction, the atomic charges in e read:
1. O -0.3508
2. N -0.3485
3. C -0.7163
4. C -0.0625
5. C -0.2698
6. H 0.3074
7. H 0.2362
8. H 0.2078
9. H 0.2630
10. H 0.2660
11. H 0.2032
12. H 0.2643



Formula: C3H7NO
Source: the OMol25 dataset
Level of theory: the ωB97M-V functional and the def2-TZVPD basis

Total charge: 0
HOMO-LUMO gap (eV): 10.2
Highest occupied orbital energy (hartree): -0.336
Structure (SMILES): C=CO.C=N
Maximum force (eV/Å): 1.49

Atoms and positions in Å:
O (2.828, -3.976, -3.094)
N (-3.784, 4.461, 3.658)
C (1.884, -2.384, -1.555)
C (-2.924, 5.261, 3.189)
C (1.920, -3.540, -2.199)
H (1.033, -2.153, -0.919)
H (1.062, -4.196, -2.143)
H (2.512, -1.502, -1.516)
H (3.565, -3.400, -3.155)
H (-2.887, 6.303, 3.517)
H (-4.350, 4.884, 4.396)
H (-2.349, 4.940, 2.327)

From a Mulliken analysis of the wavefunction, the atomic charges in e read:
1. O -0.4663
2. N -0.4608
3. C -0.8052
4. C -0.2418
5. C 0.2320
6. H 0.2033
7. H 0.2953
8. H 0.2507
9. H 0.2901
10. H 0.2077
11. H 0.2436
12. H 0.2513



Formula: C3H7NO
Source: the OMol25 dataset
Level of theory: the ωB97M-V functional and the def2-TZVPD basis

Total charge: 0
HOMO-LUMO gap (eV): 10.2
Highest occupied orbital energy (hartree): -0.347
Structure (SMILES): C[C@@H](N)C=O
Maximum force (eV/Å): 2.23

Atoms and positions in Å:
O (-2.291, -0.132, -0.678)
N (0.357, -0.229, -1.448)
C (0.814, -0.324, 0.984)
C (0.017, 0.330, -0.152)
C (-1.449, 0.092, 0.156)
H (-1.739, 0.377, 1.223)
H (0.132, -0.842, 1.661)
H (-0.362, 0.056, -2.130)
H (1.381, 0.004, -1.563)
H (1.500, 0.392, 1.413)
H (1.449, -1.133, 0.648)
H (0.192, 1.409, -0.113)

From a Mulliken analysis of the wavefunction, the atomic charges in e read:
1. O -0.4682
2. N -0.6746
3. C -1.2554
4. C 0.5218
5. C -0.1163
6. H 0.3124
7. H 0.3161
8. H 0.2233
9. H 0.2336
10. H 0.3074
11. H 0.3688
12. H 0.2311



Formula: C3H7NO
Source: the OMol25 dataset
Level of theory: the ωB97M-V functional and the def2-TZVPD basis

Total charge: 0
HOMO-LUMO gap (eV): 10.3
Highest occupied orbital energy (hartree): -0.352
Structure (SMILES): N[C@@H]1C[C@H]1O
Maximum force (eV/Å): 6.58

Atoms and positions in Å:
O (-0.254, 1.925, 0.018)
N (-0.556, -1.858, 0.234)
C (1.165, -0.013, -0.288)
C (-0.188, -0.569, -0.292)
C (0.103, 0.577, 0.478)
H (1.040, 0.694, -1.396)
H (-0.984, -0.289, -1.207)
H (-0.186, -2.453, -0.530)
H (-1.133, 1.714, 0.357)
H (-1.696, -2.156, -0.020)
H (2.154, -0.424, 0.033)
H (0.245, 0.554, 1.590)

From a Mulliken analysis of the wavefunction, the atomic charges in e read:
1. O -0.4819
2. N -0.7797
3. C -0.7353
4. C 0.2091
5. C -0.1588
6. H 0.1924
7. H 0.2138
8. H 0.2973
9. H 0.3170
10. H 0.3049
11. H 0.3031
12. H 0.3180



Formula: C3H7NO
Source: the OMol25 dataset
Level of theory: the ωB97M-V functional and the def2-TZVPD basis

Total charge: 0
HOMO-LUMO gap (eV): 10.6
Highest occupied orbital energy (hartree): -0.361
Structure (SMILES): OC[C@@H]1CN1
Maximum force (eV/Å): 5.40

Atoms and positions in Å:
O (1.530, 1.309, -0.833)
N (-1.270, -0.526, 1.031)
C (0.123, -0.464, 0.233)
C (0.351, 0.886, -0.147)
C (-0.978, -1.214, -0.291)
H (-0.833, -2.167, -0.481)
H (-0.522, 1.180, -0.648)
H (-1.513, -0.754, -1.104)
H (0.132, 1.444, 0.862)
H (2.392, 0.718, -0.648)
H (-0.724, -1.159, 1.793)
H (0.742, -1.300, 0.906)

From a Mulliken analysis of the wavefunction, the atomic charges in e read:
1. O -0.5305
2. N -0.5368
3. C 0.0682
4. C -0.3930
5. C -0.5677
6. H 0.3255
7. H 0.3213
8. H 0.2626
9. H 0.1848
10. H 0.3287
11. H 0.2754
12. H 0.2615



Formula: C3H7NO
Source: the OMol25 dataset
Level of theory: the ωB97M-V functional and the def2-TZVPD basis

Total charge: 0
HOMO-LUMO gap (eV): 9.3
Highest occupied orbital energy (hartree): -0.336
Structure (SMILES): C=CN=C.O
Maximum force (eV/Å): 3.20

Atoms and positions in Å:
O (-0.428, 0.789, 2.945)
N (-0.419, -0.961, -0.326)
C (-0.492, 0.381, -0.640)
C (0.529, 1.038, -1.193)
C (0.176, -1.991, -0.721)
H (-0.009, 1.637, 2.765)
H (-0.349, -2.936, -0.610)
H (-0.651, 0.414, 2.086)
H (1.109, -1.914, -1.301)
H (0.511, 2.118, -1.098)
H (-1.434, 0.900, -0.512)
H (1.459, 0.525, -1.397)

From a Mulliken analysis of the wavefunction, the atomic charges in e read:
1. O -0.6638
2. N -0.3649
3. C -0.0018
4. C -0.6946
5. C -0.3224
6. H 0.3168
7. H 0.2474
8. H 0.3378
9. H 0.2036
10. H 0.2771
11. H 0.4299
12. H 0.2349



Calculated energy, -248.44846, -248.40057, -248.40283, -248.42592, -248.46857, -248.35078, -248.35516, -248.41168 a.u. (same order as the records).